Molecular formula: C32H38NOP
Method: DFT, ωB97M-V/def2-TZVPD

Each line ends with the Mulliken charge.
Atoms and positions in Å:
C  3.751  3.318  -0.636  -1.3530
C  2.865  2.508  -0.069  -0.1717
C  1.541  3.026  0.434  -1.0120
C  0.418  2.891  -0.599  0.7429
C  -0.581  1.766  -0.353  -1.3210
N  0.024  0.444  -0.223  1.1737
P  0.176  -0.438  -1.653  1.9154
O  0.897  0.173  -2.779  -0.9523
C  -1.566  -0.784  -2.061  0.2561
C  -2.362  -1.596  -1.267  -0.5992
C  -3.688  -1.801  -1.601  -0.4517
C  -4.220  -1.200  -2.732  -0.5946
C  -3.422  -0.403  -3.537  -0.6554
C  -2.095  -0.199  -3.202  -0.5467
C  0.862  -2.015  -1.077  0.7946
C  0.709  -2.480  0.220  0.0502
C  1.221  -3.716  0.571  -0.5793
C  1.883  -4.487  -0.371  -0.8061
C  2.039  -4.021  -1.667  -0.6122
C  1.526  -2.787  -2.019  -1.1961
C  -1.441  2.073  0.862  -0.3736
C  -2.866  2.511  0.676  -1.1117
C  -2.567  1.163  1.259  0.4820
C  -2.831  0.912  2.726  -1.5707
C  -1.872  -0.110  3.342  -0.3027
C  -2.161  -1.542  2.900  0.4634
C  -1.232  -2.540  3.580  -1.4272
C  -0.163  4.157  -1.174  -0.6278
C  0.702  3.279  -2.021  -0.4438
C  3.172  1.073  0.081  0.2225
C  3.647  0.340  -1.004  -0.0010
C  4.005  -0.986  -0.854  -0.8850
C  3.896  -1.605  0.380  -0.3137
C  3.410  -0.892  1.462  -0.8889
C  3.048  0.435  1.315  0.4408
H  3.574  4.376  -0.737  0.3823
H  4.697  2.956  -1.001  0.3531
H  1.657  4.082  0.690  0.6420
H  1.256  2.494  1.343  0.2040
H  -1.241  1.699  -1.228  0.6874
H  0.862  0.436  0.347  -0.3005
H  -1.935  -2.071  -0.396  0.1670
H  -4.310  -2.430  -0.981  0.4396
H  -5.257  -1.360  -2.990  0.3961
H  -3.834  0.056  -4.423  0.4395
H  -1.448  0.408  -3.819  0.4668
H  0.199  -1.868  0.949  0.0877
H  1.104  -4.080  1.581  0.4124
H  2.281  -5.452  -0.093  0.4029
H  2.559  -4.622  -2.398  0.4249
H  1.639  -2.395  -3.019  0.4612
H  -0.906  2.544  1.678  0.5515
H  -3.256  2.555  -0.330  0.2483
H  -3.255  3.280  1.326  0.3043
H  -2.746  0.313  0.614  0.1443
H  -2.730  1.858  3.264  0.3107
H  -3.860  0.567  2.858  0.4122
H  -1.948  -0.056  4.431  0.4680
H  -0.848  0.153  3.066  0.0295
H  -3.197  -1.791  3.141  0.5086
H  -2.047  -1.616  1.819  -0.5112
H  -1.374  -2.520  4.659  0.4547
H  -1.429  -3.550  3.228  0.3817
H  -0.191  -2.299  3.372  0.1896
H  -1.223  4.189  -1.374  0.2420
H  0.240  5.102  -0.841  0.2987
H  0.245  2.700  -2.807  0.1018
H  1.698  3.615  -2.262  0.3215
H  3.721  0.818  -1.968  0.3655
H  4.374  -1.541  -1.704  0.4215
H  4.183  -2.639  0.497  0.4684
H  3.321  -1.368  2.428  0.4031
H  2.701  0.990  2.176  0.4751

Force components x, y, z for each atom (eV/Å):
0.0 0.0 0.1
0.1 0.3 0.2
0.1 0.1 -0.2
-0.2 -0.1 -0.2
-0.4 0.2 0.2
0.3 -0.6 -0.6
-0.5 -0.2 1.2
0.2 0.1 -0.6
0.5 0.2 -0.1
0.0 0.0 0.0
-0.1 -0.1 0.1
-0.1 0.0 -0.1
-0.1 0.0 0.0
0.1 0.1 -0.1
-0.2 0.5 -0.2
0.0 0.0 0.0
0.0 -0.1 0.1
0.0 0.0 0.1
0.0 -0.1 -0.1
0.0 0.0 -0.1
-0.1 -0.1 -0.2
-0.1 0.1 0.0
0.0 0.1 0.2
0.3 0.0 -0.1
-0.4 0.0 -0.1
0.3 0.1 0.2
-0.2 0.0 -0.2
-0.1 0.1 0.0
0.0 0.0 0.0
0.2 -0.2 -0.1
0.0 0.1 0.1
0.2 -0.1 0.1
0.1 0.0 0.0
0.0 -0.1 0.1
0.0 0.1 0.0
-0.1 0.2 0.0
0.2 -0.1 -0.1
0.0 -0.1 0.1
0.0 0.1 0.1
0.0 0.2 0.1
0.0 -0.1 0.0
0.0 -0.1 0.1
0.0 -0.1 0.0
-0.1 0.0 0.0
0.0 0.0 -0.1
0.0 0.1 -0.1
-0.1 0.1 0.1
0.0 0.0 0.1
0.0 -0.1 0.0
0.0 0.0 -0.1
0.1 0.0 -0.1
0.0 0.0 0.1
0.0 0.0 -0.1
0.0 0.0 0.1
0.1 0.0 -0.1
-0.1 0.1 0.0
-0.1 0.1 0.1
0.1 0.0 0.0
0.1 0.0 0.0
-0.1 0.0 -0.1
-0.1 0.0 -0.1
0.0 0.0 0.1
0.1 -0.1 0.0
0.2 0.0 0.0
-0.1 -0.1 0.0
0.1 0.0 0.1
-0.1 -0.1 0.0
0.1 0.0 0.0
-0.1 0.0 -0.1
0.0 0.0 -0.1
0.0 -0.1 0.0
0.0 0.0 0.1
0.0 0.1 0.1

As for the HOMO energy: -8.64 eV. The SMILES is C=C(CC1([C@@H](NP(=O)(c2ccccc2)c2ccccc2)[C@H]2C[C@@H]2CCCC)CC1)c1ccccc1.